No. 1
Here is a molecular structure, C27H40CrN5S from the Open Molecules 2025 dataset. Energies are from ωB97M-V/def2-TZVPD.

As for the expectation value of S²: 6.022. As for the net charge: +1. For the HOMO energy (spin up / spin down), the calculation gives -9.761 / -10.685 eV. For the gap between HOMO and LUMO (spin up / spin down), the calculation gives 7.22 / 8.03 eV. As for the spin multiplicity: 5.

Atoms and positions in Å:
Cr  0.22810  -0.34740  0.19400
C  -0.58930  -1.28210  -3.32680
C  0.90490  -1.12500  -3.04390
N  1.22420  -0.28640  -1.87440
C  1.78260  1.00190  -2.29020
C  2.40610  1.74510  -1.10850
N  1.48550  1.86820  0.02010
C  0.83310  3.17130  0.12130
C  -0.31080  3.36640  -0.87150
C  -1.56050  2.52600  -0.62520
N  -1.35270  1.07770  -0.74130
C  -2.63980  0.40360  -0.95760
C  -2.58980  -1.08980  -0.60110
N  -1.33160  -1.72980  -0.97710
C  -1.26910  -2.23930  -2.34810
H  -0.69050  -1.71650  -4.32560
H  -1.08740  -0.31190  -3.34710
H  1.37560  -0.70270  -3.94070
H  1.32390  -2.12320  -2.89710
H  1.95900  -0.76030  -1.34930
H  0.99940  1.59800  -2.76350
H  2.57330  0.85950  -3.04040
H  2.74070  2.72980  -1.46210
H  3.28420  1.17850  -0.78600
H  2.00580  1.72450  0.87910
H  1.55920  3.98230  -0.03740
H  0.45590  3.26680  1.13710
H  0.05100  3.19260  -1.88410
H  -0.62030  4.41130  -0.81380
H  -2.31340  2.85230  -1.35930
H  -1.96310  2.74280  0.36570
H  -0.81140  0.93860  -1.59200
H  -2.96870  0.52490  -2.00070
H  -3.39710  0.86690  -0.31800
H  -3.45060  -1.58350  -1.07760
H  -2.69740  -1.19770  0.48190
H  -1.20050  -2.52480  -0.35940
H  -2.27430  -2.48100  -2.71680
H  -0.69080  -3.16490  -2.34290
C  -1.97820  4.59040  2.77330
C  -1.66910  4.10760  4.19410
C  -2.97080  4.20750  5.00550
C  -0.60730  5.04030  4.79920
C  -1.14530  2.67910  4.25520
C  -0.91840  2.12340  5.52300
C  -0.50040  0.82120  5.67660
C  -0.25690  0.07110  4.54100
S  0.27090  -1.57730  4.47070
C  0.36240  -1.41750  2.74030
N  -0.00560  -0.24260  2.23690
C  -0.38390  0.61440  3.24890
C  -0.87670  1.91520  3.12990
C  0.93630  -2.44120  1.93150
C  1.21540  -3.71740  2.43240
C  1.88720  -4.62410  1.63810
C  2.29810  -4.23810  0.37140
C  1.97020  -2.98060  -0.12100
C  1.26730  -2.03470  0.62090
H  -2.42040  5.58300  2.82630
H  -2.69780  3.93750  2.28250
H  -1.07640  4.66590  2.16980
H  -3.33510  5.23220  4.99350
H  -2.82550  3.91850  6.04180
H  -3.73720  3.56550  4.57550
H  -0.93400  6.07410  4.71700
H  0.33890  4.93290  4.27110
H  -0.44130  4.82000  5.85020
H  -1.07510  2.71350  6.41370
H  -0.34900  0.38930  6.65340
H  -1.05360  2.29940  2.14310
H  0.89630  -3.98750  3.43010
H  2.09840  -5.61970  1.99870
H  2.87510  -4.91850  -0.23650
H  2.30700  -2.75630  -1.12750

Löwdin atomic charges, in units of e:
1. Cr 0.681
2. C -0.154
3. C -0.185
4. N -0.114
5. C -0.198
6. C -0.178
7. N -0.087
8. C -0.204
9. C -0.147
10. C -0.200
11. N -0.096
12. C -0.184
13. C -0.186
14. N -0.101
15. C -0.187
16. H 0.124
17. H 0.104
18. H 0.122
19. H 0.114
20. H 0.077
21. H 0.110
22. H 0.129
23. H 0.129
24. H 0.132
25. H 0.119
26. H 0.125
27. H 0.092
28. H 0.101
29. H 0.124
30. H 0.130
31. H 0.096
32. H 0.071
33. H 0.126
34. H 0.129
35. H 0.125
36. H 0.124
37. H 0.115
38. H 0.122
39. H 0.127
40. C -0.056
41. C -0.551
42. C -0.038
43. C -0.034
44. C -0.158
45. C -0.023
46. C -0.063
47. C -0.453
48. S 1.172
49. C -0.504
50. N 0.002
51. C -0.265
52. C 0.045
53. C -0.284
54. C -0.045
55. C -0.071
56. C -0.068
57. C -0.116
58. C -0.170
59. H 0.091
60. H 0.082
61. H 0.073
62. H 0.089
63. H 0.077
64. H 0.093
65. H 0.089
66. H 0.090
67. H 0.081
68. H 0.114
69. H 0.116
70. H 0.070
71. H 0.094
72. H 0.109
73. H 0.107
74. H 0.076



No. 2
Here is a molecular structure, C27H40F2N2O5 from the Open Molecules 2025 dataset. Energies are from ωB97M-V/def2-TZVPD.

For the HOMO energy, the calculation gives -8.033 eV. For the gap between HOMO and LUMO, the calculation gives 8.25 eV. The calculation puts the energy above the lowest of the compared OMol25 structures with the same formula, charge and spin at 587.8 kcal per mole.

Atoms and positions in Å:
N  -3.52640  4.01202  -0.09841
C  -4.79959  4.26441  -0.56821
C  -5.77643  3.28307  -0.65852
C  -5.48374  2.01451  -0.18294
C  -4.24559  1.74542  0.33776
C  -3.25359  2.71746  0.35657
H  -5.04806  5.27380  -0.86111
H  -6.73223  3.58292  -1.06218
H  -6.25643  1.26070  -0.21659
H  -3.96791  0.75959  0.68043
H  -2.24258  2.51156  0.67572
N  -2.91092  -2.08561  -0.81798
C  -3.17322  -2.57200  -2.08401
C  -3.44704  -1.72731  -3.15504
C  -3.57870  -0.34256  -2.87842
C  -3.36701  0.13912  -1.56943
C  -2.92329  -0.76352  -0.60916
H  -3.24094  -3.64760  -2.15403
H  -3.64984  -2.08607  -4.15332
H  -3.84311  0.26707  -3.72979
H  -3.52685  1.17832  -1.32258
H  -2.61780  -0.51943  0.39756
C  0.20039  -0.75468  3.87048
O  1.22120  0.23134  4.16276
H  -0.58032  -0.12896  3.43798
H  0.59504  -1.43873  3.11919
H  -0.23652  -1.21193  4.75826
H  1.07626  0.52263  5.06595
C  2.69119  -0.19438  2.04702
O  3.37856  0.43155  3.10336
H  1.97868  -0.86555  2.52660
H  2.38113  0.44342  1.21927
H  3.50519  -0.83972  1.71682
H  3.04724  1.32991  3.17252
C  4.32818  -0.78544  -0.34659
O  3.12497  -1.25923  -0.77272
H  4.31948  -0.22090  0.58578
H  4.86059  -1.72593  -0.20476
H  4.82111  -0.22932  -1.14399
H  3.17808  -2.03998  -1.32878
C  -1.17481  -2.80218  2.20068
O  0.09230  -3.23917  1.68421
H  -1.44474  -3.53454  2.96153
H  -1.09570  -1.89271  2.79625
H  -1.92437  -2.70963  1.41473
H  -0.01751  -4.19271  1.70169
C  2.85733  -3.29633  -1.05927
O  3.33025  -2.57474  -2.19770
H  2.68117  -4.31034  -1.41822
H  3.62655  -3.52479  -0.32157
H  1.94298  -2.94175  -0.58352
H  2.62748  -2.52278  -2.84964
F  -2.42066  1.35089  0.48637
C  -1.36615  0.60065  0.20609
C  -0.76776  0.67970  -1.04671
C  0.42479  -0.08741  -1.22024
C  0.96071  -0.78388  -0.21558
C  0.32247  -0.93519  0.98729
C  -0.84958  -0.23716  1.17780
H  -1.26027  1.25091  -1.81973
H  0.87154  0.04715  -2.19425
H  1.88320  -1.31851  -0.38760
H  0.65591  -1.55936  1.80314
H  -1.36151  -0.37523  2.11870
F  4.10360  1.18253  0.81030
C  3.45347  1.80331  -0.19243
C  3.91484  3.07530  -0.59150
C  3.32756  3.60796  -1.72224
C  2.34575  2.96065  -2.39603
C  1.90411  1.72694  -2.04412
C  2.51930  1.13588  -0.94869
H  4.69884  3.55156  -0.02151
H  3.65219  4.57016  -2.08993
H  1.84534  3.44125  -3.22369
H  1.05384  1.20686  -2.45999
H  2.30833  0.11676  -0.66009

Löwdin atomic charges, in units of e:
1. N 0.090
2. C -0.150
3. C -0.091
4. C -0.070
5. C -0.119
6. C -0.175
7. H 0.088
8. H 0.093
9. H 0.112
10. H 0.117
11. H 0.085
12. N 0.096
13. C -0.122
14. C -0.073
15. C -0.029
16. C -0.070
17. C -0.176
18. H 0.093
19. H 0.092
20. H 0.102
21. H 0.089
22. H 0.086
23. C -0.138
24. O -0.109
25. H 0.072
26. H 0.034
27. H 0.108
28. H 0.090
29. C -0.146
30. O -0.097
31. H 0.063
32. H 0.094
33. H 0.094
34. H 0.081
35. C -0.110
36. O -0.272
37. H 0.042
38. H 0.105
39. H 0.118
40. H -0.289
41. C -0.129
42. O -0.131
43. H 0.100
44. H 0.027
45. H 0.080
46. H 0.094
47. C -0.068
48. O 0.109
49. H 0.113
50. H 0.132
51. H 0.117
52. H 0.160
53. F -0.119
54. C -0.320
55. C 0.048
56. C -0.089
57. C -0.121
58. C -0.085
59. C -0.027
60. H 0.133
61. H 0.088
62. H 0.000
63. H 0.042
64. H 0.093
65. F -0.032
66. C -0.225
67. C 0.023
68. C -0.096
69. C -0.093
70. C -0.057
71. C -0.027
72. H 0.116
73. H 0.106
74. H 0.109
75. H 0.070
76. H 0.050



No. 3
Here is a molecular structure, C27H40MoN3O2P3 from the Open Molecules 2025 dataset. Energies are from ωB97M-V/def2-TZVPD.

As for the expectation value of S²: 2.017. As for the net charge: +4. For the HOMO energy (spin up / spin down), the calculation gives -17.075 / -16.937 eV. For the gap between HOMO and LUMO (spin up / spin down), the calculation gives 2.71 / 2.32 eV. As for the spin multiplicity: 3.

Atoms and positions in Å:
P  -2.36672  1.82402  -2.39458
C  -1.96724  3.60563  -2.58594
H  -2.74996  4.09425  -3.18133
H  -0.98995  3.72492  -3.06641
H  -1.92090  4.06433  -1.59184
C  -1.97693  1.30346  -4.11644
H  -2.43904  0.32916  -4.31227
H  -0.88821  1.20236  -4.21276
H  -2.34722  2.05642  -4.82213
C  -4.19537  1.96845  -2.54517
H  -4.44362  2.73774  -3.28774
H  -4.59534  2.25473  -1.56616
H  -4.62846  1.00306  -2.83060
P  -2.04347  -2.16774  2.60460
C  -1.36647  -0.77125  3.55200
H  -1.64897  -0.86671  4.60995
H  -1.74926  0.17069  3.14163
H  -0.27378  -0.77980  3.44830
C  -3.81094  -2.13423  3.05151
H  -4.32879  -2.97273  2.56894
H  -4.25511  -1.19801  2.69060
H  -3.92327  -2.20251  4.14340
C  -1.41667  -3.58056  3.57382
H  -1.79090  -3.51739  4.60591
H  -0.32101  -3.54645  3.56582
H  -1.74521  -4.51952  3.11152
P  2.83562  -2.21175  -0.76984
C  4.07464  -1.16609  -0.03969
H  5.04123  -1.68786  -0.09718
H  3.82796  -0.95977  1.01133
H  4.13859  -0.21867  -0.59023
C  3.22464  -3.95581  -0.65517
H  4.25200  -4.11567  -1.01426
H  2.52190  -4.54640  -1.25985
H  3.15283  -4.27752  0.39527
C  2.41402  -1.75637  -2.44158
H  3.26593  -2.00041  -3.09504
H  2.20842  -0.67954  -2.47437
H  1.52316  -2.30395  -2.78113
Mo  -1.56135  -2.66889  -0.35275
C  -1.43965  -0.62037  0.18976
O  -1.21110  0.47695  0.51575
C  1.11576  -2.14287  0.16703
O  1.16817  -1.83270  1.33322
C  -1.39970  -4.76161  -0.50068
C  -0.90765  -4.15957  -1.67520
C  -1.70955  -3.22940  -2.37432
C  -2.98364  -2.89119  -1.87602
C  -3.46151  -3.47586  -0.69091
C  -2.66326  -4.40340  0.01005
H  -0.78835  -5.45972  0.05546
H  0.09487  -4.39038  -2.01536
H  -1.32435  -2.74316  -3.26255
H  -3.59428  -2.15855  -2.39008
H  -4.42145  -3.18607  -0.27699
H  -3.00284  -4.81952  0.94873
N  4.02441  7.56571  4.67752
C  3.66744  6.76667  3.90011
C  3.23062  5.79453  2.93878
C  2.87755  4.50116  3.35250
C  2.45585  3.54972  2.41571
C  2.38700  3.90186  1.05839
C  2.71511  5.20078  0.64290
C  3.14444  6.14015  1.58435
N  2.01588  2.93642  0.10732
C  1.84127  3.14192  -1.26258
C  1.59197  1.90498  -1.80999
N  1.63376  0.94456  -0.82322
C  1.82441  1.58213  0.32396
H  2.92952  4.23730  4.41176
H  2.18312  2.54343  2.74197
H  2.65250  5.47430  -0.40923
H  3.41330  7.14404  1.26464
H  1.91856  4.11112  -1.73303
H  1.40611  1.67168  -2.84669
H  1.87891  1.15129  1.31678

Löwdin atomic charges, in units of e:
1. P 1.029
2. C -0.219
3. H 0.083
4. H 0.058
5. H 0.065
6. C -0.223
7. H 0.049
8. H 0.044
9. H 0.094
10. C -0.217
11. H 0.087
12. H 0.066
13. H 0.056
14. P 0.828
15. C -0.232
16. H 0.089
17. H 0.052
18. H 0.049
19. C -0.224
20. H 0.052
21. H 0.063
22. H 0.084
23. C -0.228
24. H 0.084
25. H 0.056
26. H 0.049
27. P 0.905
28. C -0.140
29. H 0.098
30. H 0.083
31. H 0.079
32. C -0.148
33. H 0.101
34. H 0.071
35. H 0.091
36. C -0.165
37. H 0.102
38. H 0.035
39. H 0.058
40. Mo 1.280
41. C -0.181
42. O 0.093
43. C -0.201
44. O 0.040
45. C -0.145
46. C -0.188
47. C -0.173
48. C -0.167
49. C -0.170
50. C -0.185
51. H 0.155
52. H 0.132
53. H 0.146
54. H 0.149
55. H 0.156
56. H 0.141
57. N 0.215
58. C -0.144
59. C -0.201
60. C 0.011
61. C -0.003
62. C -0.196
63. C 0.017
64. C 0.023
65. N 0.005
66. C -0.008
67. C -0.150
68. N 0.004
69. C -0.147
70. H 0.138
71. H 0.099
72. H 0.111
73. H 0.142
74. H 0.127
75. H 0.094
76. H 0.116